No. 1
{
  "formula": "C21H27N3OS",
  "method": "ωB97M-V with the def2-TZVPD basis set",
  "symbols": ["C", "H", "O", "C", "C", "C", "C", "C", "C", "H", "H", "N", "C", "N", "C", "N", "C", "C", "C", "C", "C", "C", "C", "C", "H", "H", "H", "H", "H", "C", "H", "H", "H", "H", "H", "H", "C", "C", "H", "C", "H", "H", "H", "H", "H", "H", "H", "S", "H", "H", "H", "H", "H"],
  "coordinates": [[2.63896, -1.26502, 5.03067], [3.22649, -1.99620, 5.58361], [1.76378, -2.01293, 4.22281], [0.89080, -1.34444, 3.41647], [0.80078, 0.03819, 3.30611], [-0.11563, 0.61099, 2.44156], [-0.94850, -0.18306, 1.66164], [-0.87965, -1.56986, 1.79881], [0.02934, -2.14076, 2.65895], [0.09355, -3.21178, 2.76541], [-1.53851, -2.19336, 1.21449], [-1.88905, 0.35080, 0.77728], [-1.95355, 1.56586, 0.16144], [-0.83044, 2.26984, -0.09881], [0.44922, 1.61361, -0.37954], [0.77033, 1.64004, -1.77553], [-0.14072, 0.83927, -2.58984], [-0.21649, -0.59099, -2.11856], [0.92675, -1.19322, -1.60731], [0.91474, -2.48695, -1.11055], [-0.27664, -3.19733, -1.16378], [-1.41037, -2.62039, -1.70239], [-1.40823, -1.31571, -2.18218], [-2.66608, -0.73800, -2.75948], [-2.49935, -0.38223, -3.77532], [-3.45067, -1.49022, -2.78526], [-3.02691, 0.10198, -2.16507], [-2.32560, -3.19444, -1.74929], [-0.31519, -4.20916, -0.78625], [2.14328, -3.08728, -0.49901], [3.04238, -2.62492, -0.89911], [2.18434, -4.15891, -0.68069], [2.12986, -2.92821, 0.58041], [1.84339, -0.62131, -1.59164], [-1.14979, 1.27465, -2.61150], [0.25090, 0.85349, -3.61331], [0.94778, 3.00839, -2.26169], [0.34016, 4.04988, -1.31254], [0.17951, 4.98663, -1.84624], [-0.99326, 3.55215, -0.77374], [-1.42102, 4.26707, -0.06312], [-1.71264, 3.44523, -1.59708], [1.02036, 4.25355, -0.48412], [2.02240, 3.19592, -2.37656], [0.48464, 3.10151, -3.24663], [1.24428, 2.12227, 0.17468], [0.40172, 0.57880, -0.04997], [-3.46364, 2.10905, -0.27648], [-2.75417, -0.16860, 0.70045], [-0.18776, 1.68560, 2.37750], [1.43142, 0.68590, 3.89397], [3.30996, -0.64325, 4.42881], [2.09274, -0.63213, 5.73750]],
  "orbital_gap_ha": 0.3067,
  "de_lowest_kj_mol": 94.1,
  "e_homo_ev": -7.6791,
  "smiles": "COc1ccc(NC(=S)N2CCCN(Cc3cc(C)ccc3C)C2)cc1",
  "total_charge": 0,
  "multiplicity": 1
}

---

No. 2
{
  "formula": "C21H27N5O3S2",
  "method": "ωB97M-V with the def2-TZVPD basis set",
  "symbols": ["C", "C", "C", "C", "C", "C", "C", "C", "H", "H", "H", "H", "N", "C", "O", "C", "H", "H", "C", "C", "O", "N", "C", "N", "N", "C", "S", "C", "H", "H", "C", "N", "C", "C", "O", "C", "C", "H", "H", "H", "H", "H", "H", "H", "H", "H", "H", "S", "H", "H", "C", "H", "H", "H", "H", "H", "H", "H"],
  "coordinates": [[-8.10387, -0.81306, 0.45348], [-6.64314, -0.52778, 0.28428], [-5.69023, -1.42169, 0.75075], [-4.33687, -1.18330, 0.61278], [-3.90112, -0.02105, -0.01486], [-4.85159, 0.87985, -0.48836], [-6.20964, 0.64137, -0.34531], [-7.20110, 1.63667, -0.86744], [-7.85260, 1.17539, -1.60896], [-7.83138, 2.00779, -0.05994], [-6.69696, 2.48227, -1.32829], [-4.54205, 1.78562, -0.98653], [-2.53247, 0.25827, -0.16445], [-1.51875, -0.64225, -0.09885], [-1.60204, -1.83671, 0.07135], [-0.20739, 0.10689, -0.31053], [0.54104, -0.25323, 0.39340], [0.15572, -0.09694, -1.31859], [-0.57219, 1.58414, -0.14111], [-0.29608, 2.04154, 1.27454], [-1.13980, 2.31102, 2.09232], [1.03594, 2.13543, 1.63520], [2.16356, 1.98153, 0.88542], [2.22877, 1.81521, -0.38948], [3.46134, 1.69400, -0.86099], [4.37833, 1.74406, 0.03936], [6.07153, 1.57220, -0.21204], [6.10930, 0.66806, -1.79590], [5.89422, 1.37358, -2.59611], [7.14514, 0.33926, -1.87397], [5.12317, -0.50304, -1.82375], [4.86293, -1.01290, -0.49510], [3.60454, -1.72783, -0.38191], [3.35122, -2.03605, 1.09406], [4.39393, -2.80381, 1.64298], [5.62459, -2.13407, 1.51032], [5.93948, -1.82350, 0.04639], [6.87595, -1.26622, -0.00773], [6.05038, -2.76819, -0.51447], [6.38158, -2.79359, 1.93720], [5.60037, -1.18984, 2.07608], [2.43699, -2.61920, 1.21484], [3.25804, -1.08846, 1.64903], [2.80115, -1.09751, -0.76866], [3.62007, -2.67280, -0.95073], [4.17419, -0.14314, -2.22524], [5.51918, -1.27586, -2.50415], [3.75118, 1.99568, 1.67143], [1.17971, 2.37980, 2.60871], [-0.00231, 2.21716, -0.82213], [-2.07602, 1.60848, -0.43532], [-2.59259, 2.31456, 0.22035], [-2.25941, 1.87545, -1.48244], [-3.62194, -1.89705, 0.98320], [-6.01250, -2.32890, 1.24131], [-8.60204, -0.85952, -0.51467], [-8.25264, -1.76088, 0.96412], [-8.58480, -0.02693, 1.03510]],
  "orbital_gap_ha": 0.3088,
  "de_lowest_kj_mol": 0.0,
  "e_homo_ev": -8.1015,
  "smiles": "Cc1ccc(N2C[C@@H](C(=O)Nc3nnc(SCCN4CCOCC4)s3)CC2=O)cc1C",
  "total_charge": 0,
  "multiplicity": 1
}

---

No. 3
{
  "formula": "C21H27N6O7Re",
  "method": "ωB97M-V with the def2-TZVPD basis set",
  "symbols": ["Re", "O", "C", "C", "C", "C", "C", "C", "C", "O", "N", "N", "C", "C", "C", "C", "C", "C", "C", "O", "H", "H", "H", "H", "H", "H", "H", "H", "H", "H", "N", "C", "C", "C", "C", "N", "C", "N", "N", "C", "O", "O", "H", "H", "H", "H", "H", "H", "H", "H", "H", "H", "H", "H", "H", "H", "C", "O", "H", "H", "H", "O"],
  "coordinates": [[-0.13061, -0.03113, -0.05008], [1.44653, -3.94685, 1.62301], [2.38773, -3.40917, 2.40527], [3.11782, -4.28588, 3.21699], [4.11423, -3.81555, 4.05259], [4.40049, -2.45234, 4.09221], [3.67655, -1.58571, 3.28881], [2.66393, -2.03593, 2.43639], [1.91750, -1.07871, 1.59855], [1.03351, -1.61211, 0.87556], [2.26089, 0.24068, 1.63449], [1.47715, 1.00068, 0.73104], [2.14933, 1.67642, -0.11211], [1.51363, 2.44671, -1.25017], [2.00325, 3.71950, -1.50659], [1.49586, 4.50944, -2.53038], [0.48251, 3.99744, -3.33045], [-0.00756, 2.72250, -3.12220], [0.48349, 1.90021, -2.09194], [0.02380, 0.68360, -1.96145], [1.03759, -3.19366, 1.10626], [2.87912, -5.34120, 3.16721], [4.67036, -4.51060, 4.67279], [5.17986, -2.06935, 4.74121], [3.88368, -0.52360, 3.30556], [3.23355, 1.72436, -0.01435], [2.79071, 4.10659, -0.86746], [1.88181, 5.50688, -2.69829], [0.06966, 4.59706, -4.13457], [-0.78757, 2.32104, -3.75770], [-1.12776, 1.70515, 0.67757], [-2.42256, 1.60765, -0.09912], [-3.49262, 2.60118, 0.37651], [-4.20331, 2.38461, 1.72780], [-3.34468, 2.64669, 2.98666], [-3.62145, 1.84535, 4.18790], [-3.12916, 0.60530, 4.39303], [-2.57918, -0.05213, 3.41876], [-3.14382, 0.09212, 5.64608], [-2.79576, 0.05684, -0.07405], [-3.69913, -0.26785, 0.71533], [-2.03502, -0.71956, -0.74266], [-1.26590, 1.42238, 1.64411], [-0.60228, 2.57678, 0.64503], [-2.19239, 1.84863, -1.13803], [-4.26022, 2.59548, -0.40420], [-3.07843, 3.61746, 0.37064], [-4.68923, 1.41298, 1.74829], [-5.02844, 3.10442, 1.78391], [-3.51945, 3.68048, 3.28635], [-2.27570, 2.57671, 2.81397], [-4.02731, 2.29866, 4.97283], [-2.81317, 0.11345, 2.43048], [-2.09461, -0.93084, 3.54476], [-3.50700, 0.61294, 6.41120], [-2.76902, -0.82143, 5.81810], [1.75224, -1.39713, -2.07263], [0.93171, -1.86658, -1.06658], [2.27445, -2.25379, -2.53709], [2.51811, -0.68222, -1.69029], [1.16244, -0.92424, -2.87216], [-0.58283, -0.75011, 1.76309]],
  "orbital_gap_ha": [0.1580, 0.1518],
  "de_lowest_kj_mol": 769.2,
  "e_homo_ev": [-2.7396, -2.5710],
  "total_charge": -1,
  "multiplicity": 2
}

---

No. 4
{
  "formula": "C21H27NO4",
  "method": "ωB97M-V with the def2-TZVPD basis set",
  "symbols": ["C", "C", "O", "C", "C", "C", "C", "C", "C", "H", "H", "O", "C", "C", "H", "H", "C", "C", "O", "N", "H", "C", "H", "H", "C", "C", "C", "C", "C", "C", "C", "H", "H", "O", "C", "H", "H", "H", "H", "H", "H", "H", "H", "H", "H", "H", "H", "H", "H", "H", "H", "H", "H"],
  "coordinates": [[-6.03759, -1.63951, -1.06389], [-4.89095, -0.65356, -1.22722], [-4.49286, -0.23802, 0.06371], [-3.42188, 0.60085, 0.17667], [-3.01768, 0.90470, 1.47855], [-1.93350, 1.71996, 1.70261], [-1.22151, 2.27172, 0.63483], [-1.63631, 1.98769, -0.65713], [-2.72303, 1.15528, -0.88386], [-3.00507, 0.95179, -1.90448], [-1.12906, 2.40240, -1.51327], [-0.16958, 3.07199, 0.98398], [0.57924, 3.72057, -0.02195], [1.57055, 2.80114, -0.73589], [1.04388, 1.99171, -1.24225], [2.10468, 3.37613, -1.49313], [2.57050, 2.17968, 0.23327], [3.50419, 1.23434, -0.50438], [3.53746, 1.13517, -1.71188], [4.33190, 0.53546, 0.31069], [4.19276, 0.58950, 1.30761], [5.10122, -0.58320, -0.18293], [5.03918, -0.52926, -1.27142], [6.14817, -0.47686, 0.11903], [4.53610, -1.91836, 0.32833], [3.03432, -1.95149, 0.22638], [2.25092, -2.05738, 1.36400], [0.86742, -2.08165, 1.29439], [0.23558, -1.98205, 0.06141], [1.01812, -1.84796, -1.08717], [2.39307, -1.84013, -1.00435], [2.97641, -1.74156, -1.90674], [0.51937, -1.76007, -2.03927], [-1.11308, -2.01988, -0.12856], [-1.92980, -2.29076, 0.98537], [-2.95183, -2.30225, 0.61262], [-1.69071, -3.26542, 1.42472], [-1.84145, -1.51083, 1.74720], [0.29977, -2.17716, 2.20646], [2.72306, -2.13671, 2.33423], [4.97399, -2.72808, -0.25925], [4.82908, -2.06203, 1.37104], [2.03525, 1.62250, 1.00573], [3.16352, 2.95687, 0.72217], [1.12505, 4.50442, 0.51292], [-0.08780, 4.20085, -0.74894], [-1.61487, 1.95349, 2.70655], [-3.57531, 0.48517, 2.30155], [-5.22078, 0.21225, -1.81879], [-4.04739, -1.13217, -1.74422], [-6.37865, -1.97470, -2.03922], [-6.86267, -1.16457, -0.54014], [-5.71139, -2.49997, -0.48570]],
  "orbital_gap_ha": 0.3176,
  "de_lowest_kj_mol": 200.3,
  "e_homo_ev": -7.8433,
  "smiles": "CCOc1ccc(OCCCC(=O)NCCc2ccc(OC)cc2)cc1",
  "total_charge": 0,
  "multiplicity": 1
}